74
Properties=species:S:1:pos:R:3:forces:R:3 method="wB97M-V/def2-TZVPD" charge=+2 multiplicity=5 energy_ev=-61860.5408 e_homo_ev="-13.739 / -13.690" e_above_lowest_kj_mol=75.7 gap_ev="7.9 / 5.2"
Ru 0.0708 -0.8461 0.2736 0.099 -0.238 -0.236
P 0.4501 1.3774 -0.5738 -0.235 -0.060 0.657
O -1.4542 -0.1043 -3.1068 -0.061 -0.044 -0.180
O -0.9547 -0.1574 1.7695 0.117 0.202 0.073
O -3.7324 0.4218 5.5402 -0.057 -0.051 0.040
O -0.8387 -2.6267 0.7315 0.187 0.074 -0.107
N -0.4112 0.6821 -2.6952 0.175 0.213 0.104
N 3.6910 -6.8555 -6.6295 0.018 -0.037 -0.037
C 1.9029 -3.3859 -2.9809 0.019 -0.029 0.087
C 3.0698 1.2546 3.2066 0.017 -0.018 -0.013
C 1.7412 3.2774 -3.9116 -0.036 -0.091 0.073
C 2.5370 3.0924 -1.2433 0.008 -0.014 -0.001
C -1.0472 2.3233 -0.2884 0.005 0.019 -0.069
C -3.3356 3.8022 0.1981 0.005 -0.011 0.001
C 0.9982 -1.6853 -1.1680 -0.124 0.118 0.210
C 2.8311 -5.1828 -4.8666 -0.068 0.110 0.171
C -2.0947 4.4242 0.2245 -0.007 0.011 0.000
C -2.1111 -2.0618 2.6609 0.050 0.200 -0.061
C 1.8428 1.9123 3.2636 -0.074 0.001 -0.005
C 1.4847 2.3141 -1.7060 -0.057 -0.213 -0.397
C 1.4196 1.3205 0.9729 0.119 0.136 -0.241
C 2.3873 -3.9218 -5.2764 0.008 -0.007 0.031
C -3.4370 2.4454 -0.0828 -0.022 0.002 0.001
C 1.0930 2.3991 -3.0568 0.182 0.118 0.131
C 3.3083 -6.1119 -5.8433 0.055 -0.093 -0.106
C 2.7870 4.0593 -3.4363 0.007 0.004 0.010
C -2.3077 0.1859 3.6201 0.013 -0.052 -0.064
C -0.9470 3.6894 -0.0254 0.019 -0.026 -0.024
C 3.1841 3.9633 -2.1136 0.017 0.009 -0.005
C 2.3546 -4.6557 -2.5755 0.054 0.018 -0.039
C 2.8151 -5.5492 -3.5167 -0.022 0.057 -0.035
C -2.2945 1.7037 -0.3285 0.007 -0.072 -0.025
C -1.7746 -0.6767 2.6609 -0.288 -0.252 0.124
C -2.0167 -4.4047 1.6732 0.034 0.009 -0.025
C 1.9240 -3.0266 -4.3393 -0.038 -0.017 -0.039
C -1.6178 -2.9602 1.6745 -0.188 0.004 0.147
C -3.1714 -0.3092 4.5906 0.053 -0.093 -0.083
C -3.5069 -1.6843 4.6128 0.018 -0.006 -0.020
C 3.4744 0.6167 2.0417 -0.013 -0.032 -0.003
C 2.6570 0.6487 0.9242 0.061 -0.027 0.027
C 1.4228 -2.4826 -2.0171 0.147 -0.004 -0.196
C -3.4626 1.8203 5.6048 0.025 0.088 0.011
C -2.9897 -2.5226 3.6758 -0.010 0.038 0.036
C 0.0258 1.5271 -3.5330 -0.214 -0.192 -0.089
C 1.0067 1.9316 2.1648 -0.002 -0.032 0.080
H -0.3593 1.5777 -4.5482 -0.008 0.038 -0.009
H -1.5070 -4.9155 0.8619 -0.007 -0.002 0.010
H -1.7591 -4.8780 2.6201 0.015 -0.009 0.012
H 4.4262 0.1062 2.0006 0.018 -0.006 0.000
H -4.4067 1.9687 -0.1219 -0.013 0.002 -0.002
H 1.4370 3.3442 -4.9477 -0.018 -0.001 -0.024
H -3.7906 2.3195 4.6911 0.004 -0.014 0.011
H -2.0326 1.2285 3.5750 0.004 0.010 -0.002
H 3.1651 -6.5284 -3.2228 0.000 -0.010 -0.005
H -4.1767 -2.0346 5.3842 -0.015 -0.016 0.014
H 2.3376 -4.9221 -1.5282 -0.002 0.003 0.008
H 1.5779 -2.0484 -4.6427 -0.009 0.010 0.006
H -4.0341 2.1896 6.4499 0.016 0.001 -0.027
H -3.2595 -3.5679 3.7075 -0.015 -0.008 0.012
H 2.4109 -3.6604 -6.3247 0.005 -0.007 -0.008
H -3.0947 -4.5000 1.5381 -0.011 0.006 -0.001
H 2.9842 0.1787 0.0025 0.010 0.033 0.010
H -4.2302 4.3808 0.3844 -0.011 0.004 -0.001
H 1.5436 2.4101 4.1755 -0.014 0.009 0.019
H -1.3130 -0.9570 -2.6692 -0.022 0.024 0.029
H 3.9978 4.5726 -1.7462 0.010 0.013 0.004
H -2.0207 5.4832 0.4291 -0.001 0.013 0.004
H 2.8512 3.0454 -0.2100 -0.013 0.003 0.005
H -2.3864 0.6476 -0.5739 0.025 0.133 0.048
H 3.2927 4.7426 -4.1036 0.010 0.014 -0.017
H 0.0420 2.4173 2.2156 0.029 0.036 -0.013
H -2.3994 1.9975 5.7757 -0.007 0.002 -0.006
H 0.0197 4.1792 -0.0199 0.008 0.004 0.006
H 3.7106 1.2416 4.0779 0.011 -0.002 0.005